(1)
Here is one molecule with the formula C8H18O2Si at a distorted geometry from the OMol25 dataset. Energies are from the ωB97M-V functional and the def2-TZVPD basis.

Cartesian coordinates (Å):
1 Si -1.68006 0.15970 0.40291
2 O 0.61015 2.43234 1.67068
3 O 0.29768 -0.00997 2.05947
4 C 1.48510 -1.90608 0.47936
5 C 0.61947 1.86829 0.61346
6 C 0.17010 0.28998 0.66204
7 C 1.27077 -0.48126 -0.04427
8 C -2.25921 -1.15119 -0.95428
9 C 0.93518 -0.43302 -1.48925
10 C 2.60496 0.20313 0.04080
11 C -3.00978 1.55925 -0.03341
12 H -2.07295 -0.14262 1.80358
13 H 0.53516 -2.38572 0.23440
14 H 2.37844 -2.32095 0.04901
15 H -3.02335 1.83619 -1.00721
16 H 1.77366 -1.97237 1.50408
17 H 0.99046 2.19357 -0.37075
18 H 3.53183 -0.45042 -0.20755
19 H 2.71777 1.17373 -0.45505
20 H -1.56364 -2.06311 -0.91418
21 H -3.14526 -1.39741 -0.56967
22 H -2.83675 2.44678 0.53402
23 H 0.57773 0.81239 2.45834
24 H 0.20406 -1.21390 -1.77142
25 H -2.24249 -0.66037 -1.98861
26 H 0.46026 0.48318 -1.95292
27 H 2.85643 0.34170 1.12227
28 H -4.05817 1.21402 0.18494
29 H 1.87246 -0.42586 -2.06078

Computed properties:
E_LUMO = 0.573 eV
energy above the lowest of the compared OMol25 structures with the same formula, charge and spin = 530.5 kJ/mol
orbital gap = 10.11 eV
charge = 0
SMILES = C[SiH](C)[C@](O)(C=O)C(C)(C)C
F_max = 5.80 eV Å⁻¹

=====

(2)
Here is a 2-piece molecular cluster, C8H18Se overall at a distorted geometry from the OMol25 dataset. Energies are from the ωB97M-V functional and the def2-TZVPD basis.

Cartesian coordinates (Å):
1 Se 0.44416 -2.03544 -0.44860
2 C -2.59141 -0.67802 0.06324
3 C 1.64107 -2.86621 0.90729
4 C 1.53504 1.06350 -1.16820
5 C -0.06275 -0.29518 0.16876
6 C -1.38388 0.16361 -0.43972
7 C 1.03791 1.90856 1.19694
8 C 1.11462 0.61380 0.27251
9 C -1.34907 0.02911 -2.01424
10 H 1.69357 0.20171 -1.77414
11 H 1.10937 -2.97668 1.86183
12 H -3.40744 -0.69121 -0.69199
13 H -1.02313 -1.04338 -2.21480
14 H 2.52322 -2.35749 0.98428
15 H 2.53458 1.68135 -1.18753
16 H -2.36661 -1.69825 0.02734
17 H 0.14475 1.74660 1.83588
18 H 1.91259 -3.95534 0.70817
19 H 2.03440 2.14295 1.73815
20 H 1.95106 -0.00893 0.51692
21 H -2.98324 -0.27332 0.93290
22 H -0.65823 -0.57223 1.86363
23 H -0.61376 0.58984 -2.53570
24 H -2.40508 0.17892 -2.29151
25 H 0.81952 1.82907 -1.58587
26 H 0.85287 2.81552 0.52483
27 H -1.65428 1.11312 -0.18588

Computed properties:
E_LUMO = 0.635 eV
energy above the lowest of the compared OMol25 structures with the same formula, charge and spin = 145.3 kJ/mol
orbital gap = 8.79 eV
charge = 0
F_max = 4.67 eV Å⁻¹